Record 1
{"formula": "C11H10Br3Cu2F3O12", "method": "the ωB97M-V functional and the def2-TZVPD basis", "multiplicity": 4, "homo_lumo_gap_ev": [8.7012, 3.4809], "s_squared": 3.7729, "energy_ha": -12629.2996, "homo_ev": [-18.067, -17.794], "total_charge": 3, "elements": ["C", "H", "C", "O", "C", "Cu", "C", "C", "H", "O", "C", "H", "F", "C", "H", "O", "O", "Br", "O", "F", "C", "O", "C", "O", "O", "F", "Cu", "O", "H", "C", "H", "O", "H", "O", "Br", "H", "H", "O", "Br", "C", "H"], "coordinates": [[0.3539, 6.2377, -2.5990], [-3.6547, -4.3879, 5.5337], [1.8009, 5.7330, -2.7621], [-0.8551, 0.5789, 1.2690], [-2.1237, -3.2328, -2.8346], [-2.9912, 0.0679, 1.2962], [2.5704, -1.5799, -1.1274], [0.5463, 4.3788, -1.5581], [-4.1265, -2.7950, 6.1912], [-2.0839, -1.4859, 3.0198], [-3.3968, -3.3300, 5.5835], [0.3616, 6.9951, -1.8151], [2.7722, 6.6602, -2.7087], [4.5625, -0.8020, -1.4824], [1.9738, 0.0300, -2.2853], [3.7446, -1.1464, -0.5045], [-1.5375, -0.7177, -0.2041], [-3.5764, -3.8320, -3.9800], [0.3123, 3.4339, -0.8228], [2.7509, -2.8983, -1.3972], [-0.5638, -0.0464, 0.1969], [-1.2880, -2.7540, 4.7807], [2.5127, -0.8973, -2.4799], [1.7547, 4.9581, -1.6559], [3.8674, -0.5707, -2.6285], [-1.3983, -4.3405, 6.1627], [0.7246, 2.1380, 0.9454], [0.2402, 0.5554, -0.4796], [-0.0728, 6.5132, -3.5634], [-1.9487, -3.1812, 5.9259], [1.6059, -1.3323, -0.6840], [-0.3519, 5.1243, -2.1927], [1.8914, 5.1662, -3.6887], [-3.4282, -2.7533, 4.2718], [-0.5568, -2.6319, -3.9504], [1.9481, -1.4316, -3.2440], [-1.7223, -2.3400, 6.5810], [5.7976, -0.7882, -1.3412], [-1.6912, -4.6388, -1.5339], [-2.2868, -2.2600, 3.9752], [-2.4373, -2.3967, -2.2096]], "atomic_forces_ev_per_a": [[0.9, 2.8, -2.7], [-0.1, 0.1, -0.1], [-1.8, 2.0, -2.0], [0.1, 1.0, 3.6], [1.3, 0.6, -0.2], [1.4, -0.9, 0.4], [-2.2, -1.3, -2.5], [-0.1, 0.6, 1.9], [0.3, 0.0, 0.1], [-0.4, -1.2, 1.5], [-0.9, -0.5, -0.1], [-0.3, 0.3, -0.2], [-0.5, -0.4, 0.4], [-5.3, -0.4, -2.3], [0.0, 0.3, -0.4], [1.6, 0.7, 0.5], [-0.6, -2.4, -0.6], [0.8, -0.2, 0.9], [0.2, 0.3, -0.5], [-0.3, -0.4, 0.8], [-4.7, 2.4, -0.3], [-1.4, 2.1, -3.0], [-1.3, 1.3, 2.6], [1.5, -3.6, 2.4], [4.8, 0.1, 0.2], [0.6, -1.7, 1.7], [-0.8, -0.2, -1.0], [4.6, 0.0, -2.2], [0.0, 0.7, 0.4], [0.6, 1.2, 0.7], [0.6, -0.4, 1.4], [-0.1, -2.6, 1.0], [0.5, -0.2, 0.0], [-2.0, 0.0, -0.1], [-1.6, -0.8, 0.9], [1.2, -0.3, -0.2], [0.0, -0.8, 1.3], [1.1, 0.4, -0.1], [-0.6, 0.3, -1.3], [2.9, 1.3, -2.4], [-0.1, 0.0, -0.4]]}

Record 2
{"formula": "C11H10BrN2O5Pd", "method": "the ωB97M-V functional and the def2-TZVPD basis", "homo_lumo_gap_ev": 7.0575, "energy_ha": -3612.5938, "homo_ev": -11.761, "total_charge": 1, "elements": ["O", "C", "N", "C", "C", "H", "C", "C", "C", "Pd", "O", "C", "O", "H", "H", "C", "O", "H", "H", "H", "Br", "H", "H", "C", "C", "H", "N", "O", "H", "C"], "coordinates": [[0.6654, -0.0632, 0.2296], [-1.9577, -3.8122, -0.0538], [-0.1205, -2.5713, -1.0289], [0.9366, -2.4489, -1.7263], [1.0504, 4.2410, 2.3345], [1.3246, -3.3113, -2.2631], [0.2339, 3.2037, 1.9111], [-0.7961, -3.8704, -0.9983], [0.7929, 2.0988, 1.2565], [-1.0134, -1.0600, -0.1123], [-0.9777, 0.3634, -5.0881], [-1.3432, 0.2458, -4.0007], [-0.4368, -4.7928, -1.6510], [4.0533, 3.0549, 1.3056], [1.4465, -1.4918, -1.7275], [2.4172, 4.1883, 2.1152], [-1.2347, 0.8492, 0.7689], [-2.6495, -4.6213, -0.2800], [0.6087, 5.0885, 2.8386], [-3.1808, -2.2940, 0.6540], [-1.6058, 3.3827, 2.2812], [-1.5726, -3.9502, 0.9586], [-3.1760, -2.4173, -0.9621], [0.0263, 0.9489, 0.7584], [2.1762, 2.0642, 1.0508], [3.0394, 5.0070, 2.4516], [-2.5744, -2.4675, -0.1431], [-1.7202, 0.1329, -2.9054], [2.6016, 1.2052, 0.5524], [2.9864, 3.0978, 1.4735]], "atomic_forces_ev_per_a": [[-0.6, 0.6, -0.1], [-0.3, 0.0, 0.1], [0.1, 0.0, -0.3], [0.0, -0.2, 0.3], [0.0, 0.0, 0.0], [0.0, 0.0, 0.0], [0.0, 0.0, 0.0], [0.1, 0.0, -0.2], [-0.1, 0.0, 0.0], [1.1, -0.1, 0.3], [0.1, -0.1, 0.0], [-0.2, 0.2, 0.0], [0.0, 0.0, 0.1], [0.0, 0.0, 0.0], [0.0, 0.0, -0.1], [0.0, 0.0, 0.0], [0.1, -0.4, 0.1], [0.0, 0.0, 0.0], [0.0, 0.0, 0.0], [0.0, -0.1, 0.0], [0.0, 0.0, 0.0], [0.0, 0.0, 0.0], [0.0, 0.1, 0.0], [-0.1, -0.1, -0.2], [0.0, 0.0, 0.0], [0.0, 0.0, 0.0], [-0.6, 0.3, 0.1], [0.1, -0.1, 0.0], [0.0, 0.0, 0.0], [0.0, 0.0, 0.0]]}

Record 3
{"formula": "C11H10BrNS", "method": "the ωB97M-V functional and the def2-TZVPD basis", "homo_lumo_gap_ev": [5.7123, 5.7129], "energy_ha": -3451.8502, "relative_energy_kj_mol": 475.2, "homo_ev": [-7.736, -7.724], "elements": ["H", "N", "C", "Br", "H", "H", "C", "C", "H", "H", "C", "S", "C", "C", "C", "C", "H", "H", "H", "H", "C", "C", "C", "H"], "coordinates": [[-2.3708, 1.8186, -2.3765], [2.5543, -3.2353, -1.1649], [-0.7167, -2.0158, -0.6215], [-0.6831, -3.4568, 0.4949], [0.5118, 0.4720, 1.0353], [3.1711, 0.0168, -0.1645], [-1.5766, -0.9538, -0.5111], [-2.9388, 0.6836, 0.7818], [1.7467, 0.3788, 2.1683], [1.3705, -0.8988, 0.9849], [-2.2391, 1.2159, -1.4179], [1.3220, 0.4440, -1.5412], [1.5192, 0.1063, 1.1459], [2.0211, -2.2335, -1.4200], [-2.8999, 1.6586, -0.2988], [-1.6187, 0.0411, -1.5617], [-1.4168, -0.1388, -2.5618], [-2.5229, -1.2143, 1.5058], [-3.4795, 0.7891, 1.6546], [-3.3789, 2.6969, -0.2456], [-2.2949, -0.5187, 0.6902], [1.2868, -1.2003, -1.8922], [2.2680, 0.7017, -0.0224], [2.4673, 1.7133, -0.0530]], "atomic_forces_ev_per_a": [[0.5, -0.6, 1.5], [0.2, 0.1, 0.2], [2.0, -0.3, -0.8], [-0.3, -0.1, 0.2], [-0.8, 0.4, 0.2], [-0.6, 1.6, 0.0], [-1.9, 2.9, 0.9], [1.0, 1.2, -2.4], [0.9, -0.2, 0.0], [0.3, -2.5, 0.0], [-1.9, 3.5, -2.0], [0.3, -1.6, -0.7], [-1.4, 2.7, 0.0], [0.7, -1.3, 0.5], [-0.3, -0.5, 2.1], [-0.2, -2.5, 1.7], [1.3, -1.1, -1.5], [0.8, 0.1, -0.3], [-1.2, 0.9, 1.6], [0.6, -1.9, 0.0], [-0.1, -1.4, -1.2], [-1.8, 2.3, -0.5], [1.2, -4.0, -0.1], [0.7, 2.1, 0.5]]}

Record 4
{"formula": "C11H10ClF3Pm", "method": "the ωB97M-V functional and the def2-TZVPD basis", "multiplicity": 5, "homo_lumo_gap_ev": [6.0001, 6.0480], "s_squared": 6.0069, "energy_ha": -1793.3818, "homo_ev": [-3.572, -3.580], "total_charge": -1, "elements": ["H", "H", "H", "H", "H", "C", "C", "C", "Pm", "H", "C", "F", "C", "F", "C", "C", "H", "H", "C", "Cl", "C", "C", "C", "H", "F", "H"], "coordinates": [[-1.8328, -1.5896, 1.6524], [0.5387, 3.4013, -1.6110], [2.5704, 1.8548, -2.5018], [1.4956, -0.3150, -3.7108], [2.1496, -2.2140, 3.2685], [-1.8044, 1.5087, 1.1113], [-0.7945, -1.8681, 1.7288], [0.4415, 2.4397, -2.1083], [0.5220, 0.1493, 1.0881], [-1.7774, 2.1979, -2.2684], [-0.0044, -1.7317, 2.9062], [-2.4146, 1.4276, 2.3596], [-0.7809, 1.8047, -2.4572], [-1.8908, 2.8222, 0.7487], [1.3231, -2.6398, 1.2382], [1.3046, -2.2081, 2.5839], [-0.3021, -2.7761, -0.2891], [-0.3199, -1.2847, 3.8392], [-0.4748, 0.5947, -3.1416], [1.2831, 1.1170, 3.2885], [1.5133, 1.6249, -2.5805], [0.0168, -2.4578, 0.7020], [0.9453, 0.4812, -3.2175], [2.1581, -3.1091, 0.7259], [-2.6694, 0.8665, 0.2116], [-1.1962, -0.0967, -3.5668]], "atomic_forces_ev_per_a": [[-0.2, -0.1, -0.1], [0.0, -0.1, -0.1], [-0.1, 0.0, -0.1], [-0.1, 0.1, 0.1], [-0.2, 0.1, -0.2], [1.1, -0.9, -0.4], [0.1, -1.0, 0.2], [-0.1, -0.5, 0.1], [-0.2, 1.1, -1.1], [0.2, -0.1, 0.0], [0.5, -0.5, -1.0], [-0.3, 0.1, -0.5], [0.4, -0.3, -0.1], [-0.1, -0.1, 0.3], [-0.7, 0.2, 0.0], [-0.5, 0.5, 0.2], [0.0, 0.3, 0.2], [0.1, -0.1, -0.1], [0.6, 0.5, 0.3], [0.4, 0.5, 0.2], [-0.5, -0.5, 0.3], [0.0, 0.1, 0.4], [-0.4, 0.4, 0.4], [-0.1, 0.2, 0.1], [-0.1, 0.2, 0.7], [0.1, 0.1, 0.1]]}